(1)
{
  "formula": "C9H11Cl2NO2",
  "method": "the ωB97M-V functional and the def2-TZVPD basis",
  "e_tot_ha": -1475.09254,
  "spin_multiplicity": 1,
  "relative_energy_kj_mol": 72.4,
  "lumo_ev": 0.38,
  "gap_ev": 9.647,
  "charge": 0,
  "species": ["C", "C", "C", "C", "C", "C", "C", "C", "C", "N", "O", "O", "Cl", "Cl", "H", "H", "H", "H", "H", "H", "H", "H", "H", "H", "H"],
  "positions_angstrom": [[-0.7671, 2.2053, -1.5646], [-0.8412, 2.6132, -0.1250], [0.1087, 1.0204, -1.8508], [0.1504, 2.2555, 0.6777], [0.0441, -3.3916, 1.3876], [1.3510, 1.5284, 0.2273], [1.0363, 0.7397, -0.9342], [-0.1328, -1.8634, 1.1760], [-0.7812, -1.6124, -0.1271], [-1.8333, -0.9142, -0.3686], [-0.7166, -3.9565, 2.1006], [0.9871, -3.9886, 0.7233], [0.1318, 2.6426, 2.3876], [2.1574, -0.5595, -1.2643], [-0.4866, 3.1430, -2.0687], [-1.6524, 3.2620, 0.2878], [-0.1225, 0.3058, -2.6056], [2.1320, 2.3759, -0.1081], [1.8550, 1.0375, 1.1167], [0.8702, -1.1993, 1.3483], [-0.7714, -1.5473, 1.9984], [-0.2859, -1.9858, -1.0380], [1.6733, -3.4077, 0.3695], [-1.6811, 1.8434, -2.0515], [-2.4253, -0.5465, 0.3056]],
  "lowdin_charge": [-0.1719, -0.1165, -0.1189, -0.6932, -0.5789, -0.2759, -0.7114, -0.0944, -0.2672, 0.1328, 0.1361, 0.1483, 0.6523, 0.6830, 0.1253, 0.1263, 0.1045, 0.1814, 0.1110, 0.1541, 0.1153, 0.0969, 0.1184, 0.1158, 0.0267]
}

---

(2)
{
  "formula": "C23H43N2OP3RuS",
  "method": "the ωB97M-V functional and the def2-TZVPD basis",
  "e_tot_ha": -2602.39285,
  "spin_multiplicity": 5,
  "relative_energy_kj_mol": 97.8,
  "lumo_ev": [-13.45, -15.56],
  "gap_ev": [5.441, 3.320],
  "charge": 4,
  "species": ["Ru", "P", "P", "P", "H", "C", "C", "H", "C", "C", "C", "C", "C", "C", "C", "C", "C", "H", "H", "H", "H", "H", "H", "H", "H", "H", "H", "H", "H", "H", "H", "H", "H", "H", "H", "H", "H", "H", "H", "H", "H", "H", "H", "H", "H", "H", "C", "C", "C", "C", "C", "C", "S", "H", "H", "H", "H", "H", "H", "N", "C", "O", "C", "C", "C", "N", "C", "C", "H", "H", "H", "H", "H", "H"],
  "positions_angstrom": [[-0.2747, 0.7819, -0.0366], [-1.9302, 2.2161, -0.1063], [-1.8900, -1.3082, 1.2333], [1.7261, 1.6440, -0.7020], [-1.2167, -4.0187, -1.3857], [-0.1487, -3.9358, -1.6914], [0.9169, -3.7530, -0.8757], [0.8579, -3.8572, 0.2093], [-3.0071, 1.9107, -1.5237], [-2.9833, 2.2124, 1.3514], [-1.2364, 3.8349, -0.2318], [-1.5751, -3.1265, 1.5425], [-2.1556, -0.8087, 2.9975], [-3.5684, -1.4099, 0.5591], [3.1404, 0.5686, -0.9509], [2.3586, 2.8259, 0.4713], [1.4460, 2.5005, -2.2691], [0.1290, -4.0894, -2.7523], [1.9113, -3.5192, -1.3191], [-3.7342, 2.7177, -1.6143], [-3.5265, 0.9567, -1.4011], [-2.4124, 1.8720, -2.4382], [-3.7222, 3.0066, 1.2622], [-2.4015, 2.4071, 2.2528], [-3.5039, 1.2649, 1.4806], [-2.0451, 4.5614, -0.2723], [-0.6112, 3.9346, -1.1153], [-0.6276, 4.0506, 0.6439], [-2.5492, -3.5809, 1.8085], [-0.8642, -3.2007, 2.3841], [-1.1419, -3.5982, 0.6453], [-3.2239, -0.9367, 3.2306], [-1.8436, 0.2349, 3.1371], [-1.5235, -1.4493, 3.6299], [-4.0355, -2.2626, 1.0443], [-3.4809, -1.6107, -0.5073], [-4.1312, -0.4879, 0.6875], [3.9436, 1.1890, -1.3369], [2.9428, -0.2484, -1.6527], [3.4484, 0.1312, -0.0055], [3.1928, 3.3053, -0.0265], [2.7040, 2.3137, 1.3652], [1.6236, 3.5710, 0.7583], [1.9496, 1.9285, -3.0349], [1.8722, 3.4855, -2.1290], [0.3824, 2.5768, -2.4650], [0.9935, -1.0808, -4.2541], [0.3924, -0.3288, -5.2885], [0.5140, -0.7660, -6.6021], [1.2189, -1.9670, -6.8776], [1.8153, -2.7348, -5.8355], [1.6982, -2.2973, -4.5156], [0.7587, -0.6789, -2.6908], [-1.7646, 0.1912, -0.0845], [-0.1581, 0.5677, -5.0451], [0.1091, -0.2066, -7.4554], [1.3171, -2.3319, -7.9171], [2.3961, -3.6614, -6.0490], [2.1368, -2.8926, -3.7078], [1.8308, -0.6906, 6.7261], [1.7583, 0.4960, 6.0483], [2.0163, 1.5621, 6.5867], [1.3805, 0.3744, 4.5960], [1.6289, -0.7087, 3.7480], [1.2772, -0.6599, 2.3919], [0.6898, 0.4488, 1.8638], [0.4710, 1.5006, 2.6742], [0.8436, 1.5114, 4.0144], [1.9505, -0.6296, 7.7209], [1.3727, -1.5025, 6.3522], [2.0973, -1.5934, 4.1554], [1.4319, -1.5120, 1.7307], [-0.0379, 2.3822, 2.2613], [0.6811, 2.4080, 4.6023]],
  "lowdin_charge": [0.6769, 0.6324, 0.9177, 0.6565, 0.0650, -0.0736, -0.0837, 0.0401, -0.1987, -0.1892, -0.2136, -0.1724, -0.1981, -0.2437, -0.2294, -0.2178, -0.2396, 0.0530, 0.0582, 0.0844, 0.0513, 0.0556, 0.0921, 0.0574, 0.0305, 0.0898, 0.0470, 0.0523, 0.0928, 0.0639, 0.0028, 0.0893, 0.0238, 0.0596, 0.0706, 0.0628, 0.0471, 0.0873, -0.0025, 0.0649, 0.0823, 0.0623, 0.0496, 0.0421, 0.0740, 0.0180, -0.6648, 0.0218, 0.0845, 0.0612, 0.0947, 0.0162, 0.8402, -0.0630, 0.1335, 0.1629, 0.1568, 0.1727, 0.1309, 0.2046, -0.4625, 0.1278, -0.0714, 0.0477, -0.0972, -0.1336, -0.1572, 0.0577, 0.1372, 0.1037, 0.1358, 0.1172, 0.1002, 0.1514]
}

---

(3)
{
  "formula": "C17H19Cl2N5O6S5Ti",
  "method": "the ωB97M-V functional and the def2-TZVPD basis",
  "e_tot_ha": -5145.60881,
  "spin_multiplicity": 2,
  "relative_energy_kj_mol": 60.8,
  "lumo_ev": [1.97, 1.97],
  "gap_ev": [5.900, 5.919],
  "charge": -1,
  "species": ["Ti", "O", "C", "O", "C", "C", "C", "C", "C", "N", "C", "O", "O", "H", "H", "H", "S", "C", "S", "C", "C", "S", "S", "S", "N", "C", "C", "C", "C", "N", "C", "N", "N", "C", "O", "O", "H", "H", "H", "H", "H", "H", "H", "H", "H", "H", "H", "H", "H", "H", "Cl", "C", "Cl", "H", "H"],
  "positions_angstrom": [[0.5863, -1.2598, 0.1029], [1.0940, 2.1250, -2.3144], [1.2364, 1.0816, -1.6592], [0.5246, 0.7262, -0.6664], [2.3924, 0.1228, -1.9093], [3.4512, 0.2886, -2.7753], [4.4905, -0.6421, -2.6997], [4.4636, -1.6608, -1.7560], [3.3574, -1.7522, -0.9211], [2.3666, -0.8901, -1.0431], [3.1923, -2.6532, 0.3151], [4.0769, -3.4378, 0.5896], [2.1160, -2.3611, 0.9576], [3.4691, 1.1247, -3.4591], [5.3413, -0.5431, -3.3623], [5.2727, -2.3664, -1.6306], [-0.5591, -3.6276, 7.0356], [-0.4755, -3.0699, 5.4746], [-0.1367, -1.4377, 5.0596], [-0.2580, -1.5776, 3.3214], [-0.5429, -2.8071, 2.8424], [-0.7565, -3.3102, 1.1876], [-0.7324, -4.0375, 4.0804], [-0.0010, -0.1085, 2.3948], [-1.6440, -0.7395, -0.1438], [-1.8934, -0.5889, -1.5713], [-3.3498, -0.3712, -1.9510], [-3.9772, 0.7878, -1.1764], [-3.4542, 2.1953, -1.4950], [-2.0493, 2.5217, -1.2240], [-1.4855, 2.6889, -0.0295], [-0.2719, 3.2203, 0.0423], [-2.1596, 2.3996, 1.0964], [-1.1798, -1.7617, -2.2755], [-1.6592, -2.2563, -3.2817], [-0.0529, -2.0434, -1.7181], [-2.0795, -1.5582, 0.2790], [-1.8139, 0.0732, 0.4291], [-1.3195, 0.2816, -1.8928], [-3.9195, -1.2842, -1.7622], [-3.4092, -0.1898, -3.0268], [-3.9087, 0.5738, -0.1064], [-5.0491, 0.8366, -1.3875], [-4.0726, 2.9333, -0.9762], [-3.5860, 2.3795, -2.5612], [-1.4065, 2.5835, -2.0022], [0.2909, 3.1236, -0.8111], [0.2511, 3.0449, 0.8933], [-3.0090, 1.8686, 1.0108], [-1.6059, 2.1741, 1.9157], [1.9806, 3.3136, 2.6401], [2.7867, 1.7700, 3.0538], [3.4601, 0.9594, 1.6508], [2.0304, 1.1167, 3.4784], [3.5874, 2.0211, 3.7381]],
  "lowdin_charge": [0.8060, 0.0104, -0.5539, -0.1629, -0.1505, 0.0182, -0.0346, 0.0242, -0.1465, 0.0530, -0.5741, 0.0742, -0.1632, 0.1174, 0.1049, 0.1200, 0.4265, -1.5419, 0.8620, -1.1126, -1.1273, 0.5712, 0.8885, 0.5446, -0.0436, -0.2960, -0.1360, -0.1857, -0.1510, 0.0991, -0.4539, 0.2044, 0.2101, -0.5949, 0.0507, -0.1278, 0.0310, 0.0156, 0.1201, 0.1265, 0.1220, 0.0909, 0.1143, 0.1199, 0.1270, 0.1448, 0.0917, 0.0308, 0.0903, 0.0767, 0.5132, -1.0024, 0.5816, -0.0465, 0.0230]
}

---

(4)
{
  "formula": "C27H43BrN2OP2Pt",
  "method": "the ωB97M-V functional and the def2-TZVPD basis",
  "e_tot_ha": -4613.64009,
  "spin_multiplicity": 5,
  "relative_energy_kj_mol": 334.5,
  "lumo_ev": [-12.42, -15.35],
  "gap_ev": [6.486, 4.633],
  "charge": 4,
  "species": ["C", "C", "C", "C", "N", "C", "C", "C", "C", "C", "C", "C", "C", "C", "Pt", "P", "H", "H", "H", "H", "H", "H", "H", "H", "C", "C", "H", "H", "H", "H", "H", "C", "C", "H", "H", "H", "H", "H", "C", "C", "H", "H", "H", "H", "H", "Br", "P", "C", "C", "H", "H", "H", "H", "H", "C", "C", "H", "H", "H", "H", "H", "C", "C", "H", "H", "H", "H", "H", "C", "C", "N", "O", "H", "H", "H", "H", "H"],
  "positions_angstrom": [[3.0600, 4.9084, -0.8979], [1.9115, 4.2329, -1.3184], [1.9009, 3.7619, -2.6770], [2.8465, 4.2981, -3.5683], [3.8269, 5.1163, -3.1519], [3.9390, 5.4404, -1.8675], [0.8317, 4.1131, -0.3572], [-0.1618, 3.6149, 0.2022], [-1.3204, 2.8088, 0.5473], [-1.3253, 1.4051, 0.9208], [-2.6021, 0.6818, 0.9841], [-3.6483, 1.3027, 0.2697], [-3.7270, 2.7018, 0.1858], [-2.5454, 3.4511, 0.3913], [-1.5085, -0.2400, -0.5550], [1.0411, -0.4508, -0.7496], [1.1384, 3.0685, -3.0461], [3.2178, 5.0999, 0.1559], [2.8189, 4.0741, -4.6492], [4.7269, 6.1490, -1.5695], [-2.5860, 4.5431, 0.4421], [-0.5386, 0.9885, 1.5542], [-4.6548, 3.2473, 0.0277], [-2.8087, -0.1240, 1.7073], [1.5886, -2.1666, -0.2640], [2.9330, -2.7212, -0.7465], [0.7532, -2.8103, -0.5822], [1.5510, -2.1775, 0.8357], [3.0749, -3.7475, -0.3781], [3.0055, -2.7604, -1.8394], [3.7844, -2.1466, -0.3632], [1.7895, -0.1739, -2.4479], [3.2367, 0.3066, -2.6048], [1.1026, 0.5615, -2.8765], [1.6469, -1.0891, -3.0278], [3.5378, 0.2912, -3.6677], [3.3698, 1.3474, -2.2622], [3.9698, -0.3278, -2.0787], [2.0773, 0.6801, 0.3516], [3.5456, 0.3639, 0.6697], [1.5073, 0.6604, 1.2924], [1.9305, 1.6987, -0.0513], [3.9378, 1.0644, 1.4183], [3.6639, -0.6376, 1.0922], [4.2083, 0.4595, -0.1929], [-4.8643, -0.1149, -0.3566], [-1.9833, -1.9167, -1.9854], [-0.8157, -2.8169, -3.0494], [-1.3868, -4.1412, -3.5185], [0.1333, -2.9680, -2.5208], [-0.5867, -2.1469, -3.8852], [-0.6419, -4.6568, -4.1300], [-1.6372, -4.7954, -2.6790], [-2.2885, -4.0245, -4.1264], [-2.6879, -3.0741, -0.7577], [-4.1137, -3.5070, -1.0750], [-2.6608, -2.5581, 0.2238], [-1.9919, -3.9277, -0.6858], [-4.4811, -4.1036, -0.2295], [-4.7799, -2.6392, -1.1725], [-4.1668, -4.1187, -1.9854], [-3.1349, -0.9717, -3.0321], [-3.5764, -1.6044, -4.3315], [-2.6294, -0.0091, -3.2097], [-3.9851, -0.7097, -2.3779], [-4.2699, -0.9000, -4.8053], [-2.7030, -1.7317, -4.9797], [-4.0886, -2.5618, -4.1751], [0.2063, 0.6448, 4.0074], [0.0039, -0.7127, 3.3862], [-0.0641, -1.7641, 4.2283], [-0.0811, -0.9543, 2.1720], [0.9568, 0.5544, 4.8017], [-0.7376, 0.9843, 4.4546], [0.5354, 1.3806, 3.2631], [-0.1925, -2.6792, 3.8526], [-0.1098, -1.5907, 5.2431]],
  "lowdin_charge": [0.0570, -0.1732, 0.0447, 0.0020, 0.3192, 0.0317, 0.1366, 0.1384, -0.1440, -0.1809, -0.3302, -0.5044, 0.0272, 0.0601, 0.9398, 0.9844, 0.1329, 0.1515, 0.1723, 0.1795, 0.1649, 0.0480, 0.1550, 0.1447, -0.3670, -0.0957, 0.0526, 0.0779, 0.1063, 0.0808, 0.0682, -0.3635, -0.1154, 0.0526, 0.0717, 0.1047, 0.0592, 0.0753, -0.3421, -0.0936, 0.0396, 0.0522, 0.0981, 0.0787, 0.0618, 1.0542, 0.8215, -0.3602, -0.0937, 0.0648, 0.0972, 0.1094, 0.0828, 0.0793, -0.3714, -0.1095, 0.0689, 0.1056, 0.1086, 0.0203, 0.0962, -0.4307, -0.0965, 0.0897, -0.0409, 0.1059, 0.0880, 0.0904, 0.0208, -0.5435, 0.2047, -0.0884, 0.1113, 0.1113, 0.0717, 0.1217, 0.1507]
}

---

(5)
{
  "formula": "C7H10S",
  "method": "the ωB97M-V functional and the def2-TZVPD basis",
  "e_tot_ha": -670.74180,
  "spin_multiplicity": 1,
  "relative_energy_kj_mol": 424.7,
  "lumo_ev": 0.88,
  "gap_ev": 9.486,
  "charge": 0,
  "species": ["C", "C", "C", "C", "C", "C", "C", "H", "H", "H", "H", "H", "H", "H", "H", "H", "H", "S"],
  "positions_angstrom": [[-0.1912, -0.2626, 1.7216], [0.4482, 0.7422, 0.7482], [-0.4681, 1.8454, 0.6049], [-0.3734, 0.9535, -0.5299], [-0.1920, -0.4592, -1.0220], [-1.0972, -1.4482, -1.1280], [1.2722, -0.6938, -1.2341], [0.1276, -0.1462, 2.6935], [0.1059, -1.2170, 1.3479], [-1.2737, -0.3069, 1.7723], [0.0647, 2.8562, 0.3260], [-1.1490, 2.0037, 1.5106], [0.1416, 1.5881, -1.2249], [-2.1013, -1.1530, -0.8518], [-0.7034, -2.5016, -1.4298], [1.6224, -1.8052, -1.1617], [1.6353, -0.3537, -2.2364], [2.1315, 0.3582, 0.0936]],
  "lowdin_charge": [-0.0697, -0.6895, -0.1235, -0.2241, -0.4092, 0.0464, -0.3845, 0.0554, 0.0626, 0.0941, 0.1540, 0.1343, 0.1148, 0.0641, 0.1032, 0.1103, 0.0847, 0.8765]
}

---

(6)
{
  "formula": "C16H24N3O8RhS2",
  "method": "the ωB97M-V functional and the def2-TZVPD basis",
  "e_tot_ha": -2297.00623,
  "spin_multiplicity": 5,
  "lumo_ev": [-0.79, -2.41],
  "gap_ev": [6.887, 6.308],
  "charge": 0,
  "species": ["Rh", "N", "C", "C", "O", "N", "C", "C", "O", "O", "H", "H", "H", "H", "H", "H", "C", "S", "C", "O", "H", "H", "H", "H", "H", "H", "C", "C", "C", "C", "C", "C", "C", "S", "O", "O", "N", "C", "C", "C", "O", "O", "H", "H", "H", "H", "H", "H", "H", "H", "H", "H", "H", "H"],
  "positions_angstrom": [[1.6750, 0.7634, 1.2766], [3.5589, 0.5223, 2.1336], [3.6079, 0.8838, 3.5185], [2.2623, 0.7493, 4.0967], [2.0022, 0.7001, 5.3183], [1.2687, 0.6423, 3.1508], [-0.1271, 0.5518, 3.4941], [-0.9448, 0.2456, 2.2809], [-2.0546, -0.1445, 2.4319], [-0.3574, 0.4373, 1.0872], [3.7999, -0.4423, 2.0300], [4.2184, 1.1018, 1.5819], [3.8673, 1.9664, 3.6333], [4.3193, 0.2152, 3.9699], [-0.4466, 1.4321, 4.0247], [-0.3026, -0.1954, 4.2829], [3.6514, 0.3240, -2.7287], [3.6074, 1.1551, -1.1542], [3.0722, 2.8681, -1.6037], [2.3958, 0.3562, -0.5494], [2.6627, 0.4718, -3.1997], [3.7220, -0.7639, -2.4517], [4.5232, 0.7121, -3.2873], [2.1914, 3.1313, -1.0378], [2.7921, 2.8372, -2.6478], [3.8900, 3.5223, -1.5422], [-2.2190, -5.3598, 0.0677], [-2.5204, -4.0252, -0.4769], [-2.2052, -2.8836, 0.2756], [-2.4047, -1.6194, -0.3000], [-2.9635, -1.5744, -1.5929], [-3.3029, -2.6691, -2.3152], [-3.0189, -3.9127, -1.7873], [-3.5124, -0.0138, -2.2729], [-4.5827, 0.4939, -1.4569], [-3.6361, -0.2146, -3.6905], [-2.3606, 1.1700, -2.2313], [-1.9792, 1.9725, -1.1238], [-0.5378, 2.6155, -1.2615], [-0.0841, 3.2308, 0.1030], [-0.6845, 4.1654, 0.6207], [0.9893, 2.7431, 0.6540], [-2.9514, -6.1613, -0.1805], [-2.0408, -5.3231, 1.1634], [-1.2801, -5.8073, -0.3797], [-1.8872, -3.0143, 1.2737], [-2.0676, -0.7335, 0.2061], [-3.7437, -2.4965, -3.2896], [-3.2960, -4.8163, -2.2798], [-1.6338, 0.7943, -2.8596], [-1.8402, 1.3194, -0.2950], [-2.7362, 2.6973, -0.8947], [-0.5762, 3.4485, -2.0508], [0.2208, 1.9309, -1.7341]],
  "lowdin_charge": [1.3529, -0.1070, -0.1571, -0.4808, 0.0615, -0.1239, -0.1087, -0.5981, 0.1048, -0.1907, 0.1050, 0.0984, 0.1621, 0.1308, 0.1426, 0.1428, -0.2493, 0.9315, -0.1766, -0.6694, 0.0754, 0.0806, 0.0727, 0.0248, 0.0571, 0.0406, -0.0784, -0.2818, -0.0055, -0.0083, -0.2724, -0.0752, -0.0272, 0.6484, -0.2772, -0.3156, -0.1484, -0.2154, -0.0742, -0.6386, 0.0621, -0.2016, 0.0867, 0.0828, 0.0982, 0.0985, 0.0634, 0.1125, 0.1045, 0.1169, 0.0694, 0.1257, 0.1343, 0.0944]
}

---

Which formula does entry 2 have?
C23H43N2OP3RuS